The following is a quantum chemistry calculation of a 7-piece molecular cluster, C55H120F3N6O3S overall, from the OMol25 dataset.

The geometry in XYZ format:
```
188
Properties=species:S:1:pos:R:3:forces:R:3
C 3.441 1.966 -5.609 0.8 -0.7 0.4
C 2.118 1.706 -4.946 -0.4 0.0 0.9
C 1.329 2.981 -4.610 0.0 -0.5 1.2
C 0.028 2.533 -3.958 -0.5 0.8 0.3
N -0.910 3.659 -3.516 0.6 -0.2 0.4
C -1.424 4.409 -4.738 -0.4 0.8 1.1
C -2.673 5.105 -4.137 0.5 -0.6 -1.3
C -3.309 3.946 -3.384 -0.7 -0.3 1.1
C -2.138 3.078 -2.822 -0.3 0.7 -0.9
C -0.296 4.647 -2.525 0.6 -1.2 -0.8
H 3.989 2.719 -5.034 0.0 0.2 -0.3
H 3.344 2.269 -6.646 0.2 0.0 0.0
H 4.072 1.054 -5.523 -0.4 0.5 -0.5
H 2.305 1.175 -3.984 -0.2 0.3 -0.4
H 1.485 1.028 -5.515 0.0 -0.1 -0.3
H 1.152 3.607 -5.466 0.0 0.2 -0.5
H 1.903 3.571 -3.877 0.0 -0.1 -0.3
H 0.178 1.887 -3.085 0.1 0.1 -0.1
H -0.592 2.022 -4.685 0.0 -0.4 -0.1
H -0.634 5.072 -5.125 -0.4 -0.3 0.1
H -1.733 3.666 -5.472 0.2 0.0 -0.1
H -2.410 5.968 -3.563 0.2 0.3 0.6
H -3.272 5.512 -4.941 -0.4 -0.2 -0.2
H -4.073 4.222 -2.618 0.9 0.0 -0.4
H -3.865 3.314 -4.062 -0.1 0.0 -0.5
H -1.985 3.117 -1.757 0.1 0.1 0.4
H -2.208 2.030 -3.096 -0.1 -0.1 -0.1
H 0.126 4.063 -1.687 -0.6 0.3 -0.2
H -1.067 5.364 -2.248 0.4 -0.2 0.2
H 0.544 5.100 -3.038 -0.1 0.5 0.0
C -3.206 0.517 4.399 0.7 0.4 0.2
C -4.671 0.154 4.335 -0.2 -1.2 0.2
C -5.311 -0.182 2.949 0.2 0.3 0.8
C -5.073 0.919 1.947 -0.3 0.0 -0.4
N -5.752 0.632 0.601 1.6 1.0 -0.1
C -5.421 -0.727 0.027 -0.5 -0.1 0.4
C -5.733 -0.596 -1.469 0.5 -0.2 0.8
C -5.294 0.848 -1.804 -1.6 0.1 -0.6
C -5.110 1.548 -0.455 -0.8 1.1 0.0
C -7.236 0.817 0.677 0.1 -0.4 -0.5
H -2.474 -0.221 4.058 -0.3 -0.2 -0.2
H -2.920 0.734 5.451 -0.3 0.1 -0.7
H -3.063 1.426 3.791 0.3 -0.1 0.3
H -5.157 0.969 4.886 -0.5 -0.2 -0.6
H -4.896 -0.754 4.914 0.3 0.3 0.2
H -6.370 -0.309 3.206 0.1 0.1 -0.5
H -4.957 -1.133 2.508 0.1 0.3 0.7
H -4.018 1.060 1.710 0.1 -0.3 0.1
H -5.419 1.884 2.336 -0.3 -0.1 -0.3
H -6.028 -1.433 0.601 0.2 -0.2 -0.4
H -4.367 -0.919 0.199 0.2 0.1 0.1
H -6.794 -0.809 -1.596 0.1 0.3 -0.4
H -5.176 -1.316 -2.053 0.1 -0.3 0.0
H -6.112 1.263 -2.403 0.1 0.3 0.3
H -4.437 0.950 -2.473 0.3 -0.4 0.5
H -5.649 2.525 -0.341 0.7 -0.7 -0.3
H -4.028 1.681 -0.281 -0.6 -0.2 0.5
H -7.525 1.807 1.067 0.3 -0.5 -0.2
H -7.633 -0.005 1.272 -0.1 0.3 0.2
H -7.586 0.651 -0.343 -0.3 0.4 0.2
C -0.682 -9.310 5.196 0.4 0.5 0.7
C -0.491 -8.033 4.383 0.2 -0.5 -1.0
C 0.667 -7.186 4.910 0.2 1.1 0.9
C 0.497 -5.792 4.309 -0.6 0.0 -1.0
N 1.564 -4.701 4.426 -1.4 0.3 1.5
C 1.296 -3.650 3.374 1.8 -1.0 -0.8
C 2.071 -4.243 2.120 -0.4 1.1 -0.5
C 3.043 -5.301 2.635 -0.5 -0.6 0.5
C 2.911 -5.192 4.119 1.5 -0.5 1.9
C 1.477 -4.208 5.863 0.8 0.3 -0.1
H -0.838 -9.025 6.250 -0.2 -0.3 -0.3
H 0.263 -9.892 5.189 -0.8 0.0 -0.2
H -1.554 -9.875 4.853 0.4 -0.1 0.1
H -1.412 -7.432 4.277 0.2 -0.2 0.5
H -0.262 -8.321 3.352 0.0 0.0 -0.1
H 1.679 -7.496 4.614 -0.5 -0.7 0.2
H 0.575 -7.189 6.014 0.4 0.2 -0.4
H -0.452 -5.327 4.635 0.5 -0.1 -0.2
H 0.461 -5.994 3.236 -0.4 0.3 -0.1
H 1.808 -2.750 3.708 -0.3 0.2 0.1
H 0.244 -3.520 3.191 -0.3 0.1 0.2
H 2.549 -3.426 1.536 -0.3 -0.5 0.5
H 1.377 -4.736 1.442 -0.2 0.2 0.0
H 4.092 -5.273 2.369 0.0 0.4 -0.4
H 2.668 -6.277 2.365 0.1 -0.3 -0.4
H 3.671 -4.506 4.552 -0.7 -0.1 -0.3
H 3.008 -6.112 4.712 0.4 0.1 -0.5
H 1.582 -5.057 6.541 -0.1 0.0 -0.3
H 0.531 -3.702 6.055 0.0 -0.1 -0.3
H 2.325 -3.538 6.072 -0.4 -0.1 -0.3
C 8.591 2.575 -2.751 -0.9 0.4 0.3
C 7.515 3.645 -2.369 0.3 -0.3 -0.5
C 6.107 3.120 -2.134 0.0 0.3 -0.9
C 6.068 1.958 -1.185 -1.0 0.2 0.5
N 4.720 1.222 -1.265 0.7 -1.0 1.2
C 4.647 0.339 0.012 -0.2 0.5 -0.7
C 3.633 -0.742 -0.337 -0.7 -0.6 0.4
C 3.564 -0.780 -1.872 0.3 0.4 -1.3
C 4.690 0.163 -2.356 -0.4 0.0 0.3
C 3.500 2.117 -1.350 1.0 -1.5 0.2
H 8.261 1.903 -3.586 0.3 0.5 0.8
H 8.883 2.021 -1.843 -0.1 -0.1 -0.5
H 9.472 3.120 -3.067 0.2 -0.1 -0.2
H 7.385 4.364 -3.194 0.5 0.0 0.4
H 7.823 4.157 -1.455 0.2 0.2 -0.2
H 5.717 2.811 -3.100 0.0 -0.5 -0.4
H 5.446 3.989 -1.927 0.4 -0.6 0.7
H 6.268 2.256 -0.136 -0.5 0.0 -0.4
H 6.773 1.157 -1.383 0.3 0.3 -0.4
H 4.361 1.008 0.837 0.2 -0.4 -0.2
H 5.657 -0.057 0.175 -0.3 0.1 -0.1
H 2.633 -0.449 0.008 0.2 -0.1 0.2
H 3.866 -1.716 0.145 0.0 0.7 -0.4
H 2.615 -0.345 -2.239 0.3 -0.5 0.4
H 3.675 -1.741 -2.397 0.0 0.1 0.6
H 4.464 0.629 -3.314 0.1 0.1 0.0
H 5.671 -0.334 -2.419 -0.3 0.3 0.2
H 3.469 2.583 -0.372 -0.3 0.6 -0.2
H 2.645 1.435 -1.470 0.1 0.7 0.0
H 3.685 2.764 -2.201 -0.4 0.2 0.2
C -2.561 4.421 1.463 0.6 -0.1 -0.5
C -1.164 5.115 1.572 -0.9 0.6 -0.7
C -0.209 4.441 2.534 -0.3 -0.4 0.2
C 0.958 5.269 3.084 -0.9 -1.3 0.1
N 1.729 4.416 4.090 2.2 0.5 0.2
C 3.100 5.130 4.294 -0.7 -0.1 0.6
C 3.985 4.085 4.908 -0.4 -2.0 0.0
C 3.448 2.724 4.312 0.3 -0.8 0.4
C 2.185 3.040 3.584 -0.4 2.2 -1.1
C 1.108 4.154 5.430 -0.9 0.5 -0.1
H -3.263 5.031 0.863 0.4 -0.2 0.4
H -3.016 4.206 2.437 0.1 0.3 -0.1
H -2.438 3.467 0.944 -0.1 -0.1 0.1
H -1.374 6.157 1.841 0.3 -0.1 0.1
H -0.706 5.131 0.568 -0.2 0.2 0.3
H 0.266 3.601 2.013 -0.4 -0.1 0.1
H -0.859 4.021 3.314 0.5 0.1 0.2
H 0.700 6.232 3.507 -0.2 0.0 0.5
H 1.629 5.476 2.263 0.4 0.0 -0.1
H 2.861 5.927 4.991 0.3 0.4 -0.3
H 3.481 5.486 3.331 -0.4 0.0 0.2
H 3.843 3.996 5.983 0.2 0.4 0.0
H 5.038 4.161 4.706 0.3 0.5 -0.1
H 3.154 2.030 5.086 0.4 -0.1 0.6
H 4.130 2.113 3.681 -0.2 0.8 0.2
H 1.341 2.393 3.675 -0.3 -0.7 0.0
H 2.392 3.274 2.553 0.0 -0.4 -0.7
H 0.988 5.063 6.038 0.3 -0.3 -0.3
H 1.634 3.359 5.968 0.1 0.5 -0.2
H 0.118 3.777 5.219 -0.3 -0.1 0.1
C -3.240 -4.294 -0.016 0.7 -0.4 0.6
C -3.235 -5.114 -1.302 -0.2 -0.8 0.1
C -3.009 -4.339 -2.585 -0.9 -0.4 -0.5
C -1.632 -3.834 -2.582 1.5 1.7 0.0
N -1.183 -3.016 -3.814 0.8 -0.7 -0.3
C -2.070 -1.839 -4.267 0.2 -0.3 0.7
C -2.550 -2.209 -5.664 -0.1 1.4 0.3
C -1.453 -3.055 -6.239 0.2 -1.1 -0.1
C -1.070 -3.927 -5.044 0.3 -0.8 0.1
C 0.204 -2.491 -3.523 -0.8 -0.2 0.5
H -3.909 -3.430 -0.045 0.1 0.0 -0.2
H -2.233 -3.988 0.315 -0.3 0.3 -0.3
H -3.577 -4.930 0.807 -0.2 0.0 -0.1
H -4.195 -5.625 -1.338 -0.1 0.0 -0.3
H -2.495 -5.933 -1.279 -0.2 0.3 0.3
H -3.745 -3.560 -2.643 -0.3 0.8 0.1
H -3.204 -4.932 -3.482 0.0 -0.4 0.3
H -0.916 -4.652 -2.526 0.1 -0.1 -0.1
H -1.446 -3.161 -1.723 -0.1 -0.3 -0.4
H -1.459 -0.920 -4.180 -0.3 -0.6 -0.3
H -2.872 -1.754 -3.549 -0.1 0.1 0.2
H -2.704 -1.272 -6.224 -0.3 -0.5 0.0
H -3.483 -2.774 -5.582 0.1 0.2 -0.2
H -0.607 -2.514 -6.659 0.0 0.2 0.1
H -1.860 -3.678 -7.032 0.2 -0.1 -0.1
H -0.067 -4.412 -5.039 -0.6 0.6 -0.1
H -1.776 -4.762 -4.919 0.1 0.5 -0.1
H 0.053 -1.723 -2.772 0.3 0.1 0.2
H 0.575 -2.049 -4.429 0.3 0.1 -0.4
H 0.862 -3.296 -3.161 -0.4 0.3 -0.2
C -0.662 -0.862 0.995 -1.3 -0.1 0.1
F -1.854 -1.180 1.585 0.7 -0.2 -0.4
F 0.048 -0.222 1.913 0.3 0.4 0.1
F 0.007 -1.989 0.701 -0.3 0.0 -0.1
S -1.036 0.160 -0.516 1.9 -0.4 1.2
O -1.742 1.286 0.039 -0.5 0.3 -0.2
O 0.338 0.474 -0.929 -0.7 -0.1 -0.6
O -1.784 -0.756 -1.349 0.0 0.3 -0.3
```
Positions in Å, forces in eV/Å.

Values from the calculation:
Charge = +5
Relative energy (zero: lowest compared OMol25 entry of this formula, charge and spin) = 0.026 eV
HOMO = -19.44 eV